No. 1
C16H26O5 | the ωB97M-V functional and the def2-TZVPD basis

## Properties
Multiplicity = 1
SMILES = COC(C[C@@H](O)C[C@H](O)[C@@H](C)OCc1ccccc1)OC
Relative energy (zero: lowest compared OMol25 entry of this formula, charge and spin) = 30.44 kcal/mol
HOMO = -9.4 eV

```
47
Properties=species:S:1:pos:R:3:mulliken_charge:R:1
C -0.02396 3.12925 -2.93762 -0.51
H 0.38915 2.13691 -2.73698 0.08
O 0.28422 4.04376 -1.89841 -0.43
C -0.48253 3.91437 -0.73159 -0.04
O -1.84806 4.15293 -0.96105 -0.37
C -2.13447 5.47754 -1.35267 -0.76
H -3.20466 5.51550 -1.54494 0.28
H -1.58390 5.75171 -2.25721 0.30
H -1.87474 6.18193 -0.55360 0.30
C -0.36460 2.54120 -0.06392 -0.66
H -0.65938 1.77375 -0.77542 0.28
H -1.05828 2.51746 0.77909 0.45
C 1.06710 2.29377 0.41845 0.15
C 1.32872 0.81283 0.73984 -0.84
H 0.48347 0.38742 1.28599 0.26
H 2.21111 0.77671 1.37885 0.27
C 1.59519 -0.04188 -0.50480 -0.05
O 0.47533 -0.10862 -1.35559 -0.60
H -0.16491 -0.68056 -0.90831 0.37
H 2.39434 0.41304 -1.09956 0.52
C 2.00093 -1.48645 -0.13322 0.03
C 3.26163 -1.57402 0.72539 -1.85
H 3.04163 -1.28065 1.74810 0.41
H 3.64628 -2.59127 0.73332 0.48
H 4.02773 -0.91861 0.32152 0.41
H 2.17758 -2.02596 -1.08104 0.48
O 0.85859 -2.03895 0.49850 -0.13
C 0.86239 -3.44592 0.63101 -0.92
C -0.53902 -3.89357 0.95073 0.75
C -1.56634 -3.62656 0.05385 -0.39
C -2.86264 -4.01588 0.33642 -0.57
C -3.14483 -4.68281 1.51699 -0.41
C -2.12638 -4.95310 2.41413 -0.57
C -0.83000 -4.55553 2.13455 -0.44
H -0.03857 -4.76410 2.84013 0.33
H -2.34160 -5.47154 3.33693 0.38
H -4.15653 -4.98986 1.73716 0.38
H -3.65401 -3.80188 -0.36679 0.38
H -1.34417 -3.11151 -0.86953 0.37
H 1.55323 -3.75803 1.42609 0.35
H 1.19533 -3.90501 -0.31488 0.36
O 1.37308 3.10295 1.53530 -0.63
H 0.74877 2.89558 2.24091 0.41
H 1.76659 2.62510 -0.35652 0.41
H -0.06630 4.68938 -0.06476 0.42
H 0.43282 3.53863 -3.83702 0.31
H -1.10530 3.05055 -3.07782 0.29
```


No. 2
C16H27AsAuClO5Si2 | the ωB97M-V functional and the def2-TZVPD basis

## Properties
Multiplicity = 1
Relative energy (zero: lowest compared OMol25 entry of this formula, charge and spin) = 0.00 kcal/mol
HOMO = -2.1 eV
Charge = -2

```
53
Properties=species:S:1:pos:R:3:mulliken_charge:R:1
Au -0.32566 1.26169 2.02901 0.25
C 3.24681 0.01240 2.39558 -1.06
Si 2.96072 0.75962 0.68368 0.36
C 4.62813 1.45425 0.09582 -1.10
C 2.57331 -0.66199 -0.48626 -0.64
As 1.41189 2.47945 0.88102 -0.35
Si 0.49283 2.49392 -1.26777 0.56
C -0.94494 3.70743 -1.21946 -1.06
C -0.16933 0.90929 -2.00890 -0.40
C 1.76324 3.14929 -2.52818 -1.16
H 4.24027 -0.43766 2.49479 0.33
H 2.50056 -0.76066 2.59231 0.25
H 3.12888 0.78227 3.16078 0.30
H 5.37868 0.66048 0.01467 0.32
H 5.00181 2.21043 0.79060 0.28
H 4.52041 1.92720 -0.88400 0.24
H 3.30113 -1.47244 -0.37202 0.43
H 2.58641 -0.33409 -1.52832 0.33
H 1.58118 -1.05362 -0.25612 -0.19
H -1.72233 3.28952 -0.57454 0.24
H -1.36809 3.84702 -2.21969 0.30
H -0.64473 4.68157 -0.82652 0.30
H -0.95242 0.49989 -1.36873 -0.37
H 0.61250 0.15832 -2.13396 0.26
H -0.59931 1.12082 -2.99539 0.44
H 2.24112 4.06353 -2.16620 0.28
H 1.29826 3.36121 -3.49636 0.36
H 2.54827 2.40374 -2.68877 0.25
O -1.57929 0.28528 3.42665 -0.25
C -1.69726 0.61090 4.65410 -0.26
O -1.15018 1.50871 5.28358 -0.61
H -2.45182 -0.02047 5.18087 0.33
C -1.53234 -3.20241 -2.46849 -1.39
C -1.28155 -2.97669 -1.00489 1.23
C -0.28515 -3.66680 -0.33330 -0.83
C -0.03757 -3.40638 1.00379 0.23
Cl 1.24647 -4.28781 1.81800 -0.31
C -0.76502 -2.45438 1.68893 -0.77
C -1.78118 -1.77077 1.03298 -0.64
C -2.04685 -2.03065 -0.30633 0.37
O -3.00028 -1.41191 -1.03513 -0.36
C -4.13870 -0.81929 -0.39318 -0.65
C -4.02109 0.58127 0.27707 0.42
O -5.15576 1.02398 0.55204 -0.84
O -2.89749 1.07791 0.48181 -0.47
H -0.88415 -3.99225 -2.85093 0.40
H -1.33930 -2.28804 -3.03409 0.24
H -2.57401 -3.47437 -2.65072 0.29
H 0.31931 -4.39223 -0.86439 0.29
H -0.53266 -2.19392 2.71170 0.54
H -2.29265 -0.98068 1.56124 0.57
H -4.54513 -1.51385 0.34895 0.35
H -4.86596 -0.71802 -1.19734 0.32
```


No. 3
C16H27BN2O3 | the ωB97M-V functional and the def2-TZVPD basis

## Properties
Multiplicity = 1
SMILES = O=C(CN[C@]12C[C@H]3C[C@H](C[C@H](C3)C1)C2)N1CCC[C@H]1B(O)O
Relative energy (zero: lowest compared OMol25 entry of this formula, charge and spin) = 0.00 kcal/mol
HOMO = -8.5 eV

```
49
Properties=species:S:1:pos:R:3:mulliken_charge:R:1
O -0.53391 1.03610 2.22483 -0.72
O 2.37031 0.14217 1.76418 -0.72
O 2.62524 -2.23749 2.00317 -0.56
B 2.01101 -1.05987 2.34506 0.90
C -0.94867 -0.07813 1.94595 0.73
N -1.60625 -0.55512 -0.35431 -0.28
N -0.30372 -1.22267 2.41213 0.35
C -2.06478 -0.17561 0.94807 -1.30
C -0.84196 -2.58474 2.20481 -0.64
C -0.55404 1.98783 -3.71676 -1.42
C 0.65135 2.94017 -1.72264 -1.38
C 1.51648 0.84570 -2.89238 -1.41
C -1.59986 1.78629 -1.43062 -1.79
C -0.75644 -0.20391 -2.61300 -1.70
C 0.52464 0.66800 -0.58114 -1.33
C -0.44892 -3.28681 3.54906 -0.72
C -0.75505 2.68399 -2.34378 0.42
C 0.13728 0.63722 -3.54983 0.44
C 1.38581 1.57501 -1.53396 0.32
C -0.87123 0.42857 -1.20397 1.50
C 0.80274 -2.52320 4.08608 -0.76
C 0.80452 -1.16518 3.35666 -0.44
H 1.72220 0.81701 2.05244 0.34
H 3.25303 -1.87529 1.35127 0.29
H -0.99122 -1.37982 -0.30156 0.37
H -2.86630 -0.85116 1.28913 0.49
H -2.56894 0.79630 0.85661 0.36
H -1.93426 -2.54552 2.07020 0.29
H -0.39446 -2.95868 1.28077 0.34
H 0.03884 2.63437 -4.39036 0.49
H -1.49898 1.85674 -4.21338 0.50
H 0.49484 3.43412 -0.77065 0.48
H 1.22920 3.63480 -2.34618 0.50
H 1.96019 -0.12859 -2.74516 0.50
H 2.16950 1.41397 -3.57465 0.51
H -2.58989 1.58822 -1.88263 0.37
H -1.77519 2.22741 -0.45234 0.68
H -1.77534 -0.20479 -3.05826 0.41
H -0.43695 -1.25232 -2.55520 0.40
H 0.35891 1.23798 0.31940 0.41
H 1.04392 -0.28015 -0.37756 0.26
H -1.29265 -3.21994 4.22807 0.36
H -0.19067 -4.35338 3.38394 0.34
H -1.22665 3.68717 -2.53534 0.20
H 0.25023 0.18512 -4.53575 0.29
H 2.35206 1.74850 -1.03419 0.32
H 0.77894 -2.42261 5.16288 0.37
H 1.72931 -3.09297 3.83307 0.25
H 0.61573 -0.33483 4.04784 0.38
```


No. 4
C16H27BN4O6 | the ωB97M-V functional and the def2-TZVPD basis

## Properties
Multiplicity = 1
HOMO = -0.4 eV
Charge = -2

```
54
Properties=species:S:1:pos:R:3:mulliken_charge:R:1
C -1.00285 -0.80816 -1.26871 -0.59
B -1.05386 -1.28694 -2.84135 0.28
O -1.77333 -0.43242 -3.80643 -0.47
C -0.24650 -2.70073 -3.24557 0.40
O 0.04133 -2.76879 -4.71378 -0.68
N 1.08365 -2.62732 -2.52467 0.01
C 1.31196 -3.79360 -1.58979 0.23
O 1.90712 -4.92271 -2.00203 -0.71
O 0.94092 -3.75828 -0.13580 -0.71
C -1.16390 -4.00901 -2.87650 0.27
O -1.92587 -3.97040 -1.77976 -0.62
O -1.24560 -5.25588 -3.70675 -0.83
H -0.71832 -1.76861 -0.63269 0.21
H -2.03259 -0.39138 -0.87658 0.27
H -0.17933 0.00105 -1.07014 0.08
H -1.70133 -0.82584 -4.72522 0.26
H 0.53174 -3.64309 -4.86372 0.35
H 1.88683 -2.45111 -3.16692 0.29
C 2.19538 1.71435 2.31027 -1.17
C 2.44195 0.21860 2.47998 -0.21
C 3.24740 -0.38611 1.32826 -0.36
C 2.49213 -0.20306 0.02191 0.20
N 1.86561 -0.05117 -1.06179 -0.53
H 1.60075 1.92714 1.41636 0.32
H 1.64239 2.10806 3.16892 0.31
H 3.14186 2.26183 2.23372 0.30
H 1.47529 -0.29256 2.56652 0.23
H 2.97995 0.05147 3.41963 0.22
H 3.40885 -1.45496 1.50338 0.30
H 4.22735 0.09685 1.24893 0.32
C 1.00265 -1.77459 6.06325 -1.12
C 1.32784 -0.60471 6.98656 -0.39
C 0.11206 0.27589 7.28202 -0.34
C -0.42272 0.86427 5.98652 0.24
N -0.86637 1.35232 4.91182 -0.46
H 0.66493 -1.43190 5.08017 0.31
H 1.89271 -2.39133 5.90355 0.31
H 0.22044 -2.40952 6.49502 0.35
H 2.12153 -0.00165 6.52875 0.26
H 1.72422 -0.99607 7.92997 0.31
H 0.39356 1.09052 7.95752 0.28
H -0.67797 -0.30870 7.76571 0.28
C -3.16687 3.00450 -5.53405 -1.03
C -3.33380 4.30361 -4.75219 -0.44
C -2.12032 4.63373 -3.88077 -0.35
C -1.90152 3.52518 -2.86405 0.22
N -1.72000 2.60554 -2.02065 -0.43
H -3.06299 2.14229 -4.86790 0.27
H -4.04422 2.82435 -6.16325 0.31
H -2.28457 3.04771 -6.18297 0.30
H -4.23158 4.22805 -4.12651 0.29
H -3.50143 5.12434 -5.45831 0.30
H -2.28327 5.57898 -3.35244 0.28
H -1.22129 4.73997 -4.49747 0.27
```


No. 5
C16H27BiN2 | the ωB97M-V functional and the def2-TZVPD basis

## Properties
Multiplicity = 1
Relative energy (zero: lowest compared OMol25 entry of this formula, charge and spin) = 14.30 kcal/mol
HOMO (alpha / beta) = -14.8 / -14.8 eV
Charge = +2

```
46
Properties=species:S:1:pos:R:3:mulliken_charge:R:1
C -1.60346 -2.54062 -0.42756 -0.99
H -2.33326 -2.21017 -1.18234 0.55
H -0.75147 -3.05305 -0.92089 0.35
H 0.11175 0.91060 -0.92024 -0.72
C -2.19390 -3.25383 0.79543 -0.30
H -1.74304 -2.86488 1.71595 0.33
H -3.25869 -3.01058 0.84070 0.31
C -2.00420 -4.75728 0.68269 -1.27
H -2.04835 -5.23570 1.65484 0.36
H -2.80137 -5.16341 0.05357 0.35
H -1.05172 -5.01492 0.21052 0.33
C 1.83002 1.31277 0.09105 0.95
C 2.30687 0.19778 0.75266 0.66
C 2.31157 -0.94101 -0.15640 0.69
C 1.73512 -0.54347 -1.36641 0.32
C 1.22299 0.87510 -1.23370 1.18
C 1.21526 1.78671 -2.47027 -1.80
C 1.84109 -1.31108 -2.64177 -1.70
C 2.95320 -2.25509 0.13704 -1.61
C 2.81026 0.17868 2.15377 -1.64
C 1.64683 2.67905 0.63125 -1.59
Bi -0.64923 -0.65841 0.30124 1.26
H 1.26219 -0.85541 -3.45319 0.39
H 2.89290 -1.34289 -2.97354 0.35
H 1.51692 -2.35913 -2.54941 0.36
H 0.63613 1.33914 -3.29010 0.49
H 0.73369 2.75010 -2.25293 0.42
H 2.23490 1.97209 -2.81279 0.39
H 1.12400 2.70459 1.60303 0.33
H 2.62686 3.15518 0.79052 0.39
H 1.07846 3.32153 -0.05366 0.33
H 2.79656 -0.83188 2.58361 0.36
H 3.85141 0.54497 2.18863 0.34
H 2.20877 0.82876 2.81038 0.38
H 2.45663 -3.08963 -0.38426 0.36
H 4.01287 -2.25999 -0.17836 0.35
H 2.93990 -2.48110 1.21405 0.39
N -2.07471 2.19352 -0.00661 0.05
C -2.70133 3.23368 0.57040 -0.07
C -3.30555 2.73214 1.71205 -0.78
C -2.98966 1.38468 1.78898 -0.22
N -2.24849 1.03778 0.69284 -0.22
H -1.55595 2.22135 -0.88623 0.23
H -2.67118 4.22510 0.14990 0.48
H -3.89802 3.29066 2.41103 0.41
H -3.25698 0.66403 2.54628 0.46
```


Calculated maximum force in order - 0.7; 0.5; 3.0; 10.4; 1.8 eV Å⁻¹